Run i
{
  "formula": "C2H9O3",
  "method": "ωB97M-V/def2-TZVPD",
  "charge": -1,
  "lumo_ev": 4.13,
  "elements": ["C", "O", "C", "H", "H", "H", "H", "H", "H", "H", "O", "H", "H", "O"],
  "positions_angstrom": [[1.472, 0.625, 0.539], [0.271, 1.007, 1.164], [2.066, 1.357, -0.764], [2.233, 0.797, 1.326], [1.298, -0.511, 0.310], [2.107, 2.458, -0.651], [3.071, 1.191, -1.001], [1.512, 1.107, -1.681], [-3.500, -1.468, 0.100], [-3.101, -2.746, -0.487], [-3.963, -2.295, -0.199], [-1.325, -1.393, 0.522], [-0.529, 0.429, 0.687], [-1.612, -0.557, 0.135]],
  "nbo_charge": [-0.046, -0.808, -0.650, 0.133, 0.149, 0.188, 0.187, 0.199, 0.516, 0.460, -0.996, 0.405, 0.525, -1.264]
}

Run ii
{
  "formula": "C2H9O3",
  "method": "ωB97M-V/def2-TZVPD",
  "charge": -1,
  "lumo_ev": 4.10,
  "elements": ["C", "O", "C", "H", "H", "H", "H", "H", "H", "H", "O", "H", "H", "O"],
  "positions_angstrom": [[0.024, 0.993, -0.378], [1.225, 0.495, -0.951], [-0.995, 1.580, -1.373], [0.281, 1.606, 0.504], [-0.553, 0.114, 0.141], [-1.132, 2.729, -1.554], [-1.996, 1.429, -0.919], [-0.800, 1.033, -2.375], [0.296, -1.876, 1.703], [-0.637, -1.532, 2.785], [0.016, -2.142, 2.579], [1.852, -2.362, 0.329], [1.304, -0.391, -0.681], [1.115, -1.673, 0.190]],
  "nbo_charge": [-0.074, -0.780, -0.645, 0.145, 0.174, 0.176, 0.193, 0.222, 0.517, 0.434, -0.999, 0.419, 0.517, -1.299]
}

Run iii
{
  "formula": "C2H9O3",
  "method": "ωB97M-V/def2-TZVPD",
  "charge": -1,
  "lumo_ev": 4.34,
  "elements": ["C", "O", "C", "H", "H", "H", "H", "H", "H", "H", "O", "H", "H", "O"],
  "positions_angstrom": [[-1.700, -0.506, 0.803], [-1.224, 0.785, 1.086], [-0.615, -1.438, 0.276], [-2.039, -0.924, 1.740], [-2.554, -0.477, 0.117], [0.317, -1.334, 0.833], [-0.904, -2.497, 0.329], [-0.377, -1.244, -0.777], [0.540, 2.243, -0.838], [-0.573, 1.050, 0.326], [0.486, 1.281, -0.804], [3.534, 0.937, -1.509], [2.054, 1.059, -0.896], [3.055, 1.064, -0.687]],
  "nbo_charge": [-0.044, -0.800, -0.637, 0.134, 0.125, 0.215, 0.170, 0.220, 0.421, 0.516, -1.236, 0.431, 0.517, -1.033]
}

Run iv
{
  "formula": "C2H9O3",
  "method": "ωB97M-V/def2-TZVPD",
  "charge": -1,
  "lumo_ev": 4.35,
  "elements": ["C", "O", "C", "H", "H", "H", "H", "H", "H", "H", "O", "H", "H", "O"],
  "positions_angstrom": [[-1.001, -1.142, -0.098], [-0.638, 0.160, -0.401], [-1.734, -1.209, 1.271], [-0.161, -1.847, 0.025], [-1.679, -1.471, -0.890], [-2.239, -2.176, 1.418], [-2.503, -0.430, 1.276], [-1.096, -1.021, 2.131], [2.413, 0.737, -0.939], [1.045, 0.820, -1.523], [1.953, 0.902, -1.802], [0.624, 1.736, 1.464], [0.168, 0.563, 0.342], [1.067, 1.073, 0.949]],
  "nbo_charge": [-0.036, -0.863, -0.636, 0.119, 0.129, 0.168, 0.190, 0.200, 0.484, 0.500, -0.995, 0.425, 0.474, -1.160]
}

Most stable = run iii

Run i
{
  "formula": "C3H8S2",
  "method": "ωB97M-V/def2-TZVPD",
  "charge": 0,
  "lumo_ev": 0.03,
  "elements": ["C", "C", "C", "H", "H", "H", "H", "H", "H", "S", "S", "H", "H"],
  "positions_angstrom": [[2.622, 0.076, -1.671], [2.060, -0.974, -2.264], [0.937, -1.708, -1.606], [3.431, 0.630, -2.135], [2.560, 0.249, -0.601], [2.516, -1.435, -3.134], [-0.043, -1.659, -2.076], [1.138, -2.785, -1.506], [0.792, -1.382, -0.574], [-3.298, 2.389, 2.853], [-4.310, 3.305, 4.513], [-3.572, 1.173, 3.306], [-4.832, 2.123, 4.895]],
  "nbo_charge": [-0.403, -0.170, -0.653, 0.192, 0.192, 0.201, 0.221, 0.211, 0.209, -0.129, -0.135, 0.129, 0.135]
}

Run ii
{
  "formula": "C3H8S2",
  "method": "ωB97M-V/def2-TZVPD",
  "charge": 0,
  "lumo_ev": 0.50,
  "elements": ["C", "C", "H", "H", "H", "H", "C", "S", "S", "H", "H", "H", "H"],
  "positions_angstrom": [[3.147, -0.680, -0.281], [2.529, 0.073, -1.191], [3.893, -0.160, 0.313], [3.061, -1.760, -0.319], [2.822, 1.127, -1.208], [1.706, -0.132, -1.869], [-2.141, -1.304, 0.108], [-1.642, 0.382, -0.334], [-0.080, 0.728, 0.996], [-3.015, -1.557, -0.491], [-1.363, -2.065, 0.026], [-2.348, -1.180, 1.171], [1.184, 0.721, 0.559]],
  "nbo_charge": [-0.397, -0.392, 0.202, 0.203, 0.187, 0.207, -0.747, 0.109, -0.202, 0.232, 0.225, 0.224, 0.149]
}

Run iii
{
  "formula": "C3H8S2",
  "method": "ωB97M-V/def2-TZVPD",
  "charge": 0,
  "lumo_ev": 0.54,
  "elements": ["C", "C", "H", "H", "H", "H", "C", "S", "S", "H", "H", "H", "H"],
  "positions_angstrom": [[-0.410, -2.079, 1.680], [-1.627, -1.550, 1.659], [-0.284, -3.132, 1.894], [0.481, -1.475, 1.601], [-2.518, -2.159, 1.746], [-1.775, -0.488, 1.519], [1.054, 1.488, -2.396], [1.931, 1.370, -0.824], [0.269, 1.124, 0.417], [0.529, 0.558, -2.603], [1.737, 1.662, -3.229], [0.344, 2.312, -2.398], [0.268, 2.367, 0.935]],
  "nbo_charge": [-0.387, -0.386, 0.191, 0.200, 0.192, 0.188, -0.755, 0.102, -0.152, 0.222, 0.230, 0.222, 0.133]
}

Run iv
{
  "formula": "C3H8S2",
  "method": "ωB97M-V/def2-TZVPD",
  "charge": 0,
  "lumo_ev": -3.30,
  "elements": ["C", "C", "S", "S", "C", "H", "H", "H", "H", "H", "H", "H", "H"],
  "positions_angstrom": [[-0.996, 0.404, -1.252], [0.325, -0.345, -1.242], [1.688, 0.727, -0.960], [-1.023, -0.743, 1.430], [0.533, -0.096, 1.988], [-1.097, 1.081, -2.113], [-1.872, -0.245, -1.211], [-1.001, 1.019, -0.362], [0.493, -0.868, -2.200], [0.338, -1.072, -0.384], [1.209, 0.120, 1.118], [1.007, -0.819, 2.643], [0.398, 0.837, 2.544]],
  "nbo_charge": [-0.628, -0.605, 0.071, 0.090, -0.790, 0.211, 0.215, 0.222, 0.256, 0.255, 0.230, 0.235, 0.239]
}

Most stable = run iii

Run i
{
  "formula": "C4H3NO",
  "method": "ωB97M-V/def2-TZVPD",
  "charge": 0,
  "lumo_ev": -1.58,
  "elements": ["O", "C", "C", "C", "C", "N", "H", "H", "H"],
  "positions_angstrom": [[0.664, -1.018, -1.152], [0.459, 0.309, -0.774], [-0.689, 0.454, 0.241], [-1.799, 1.141, 0.076], [-0.628, -0.225, 1.501], [-0.596, -0.778, 2.519], [1.025, -1.511, -0.403], [0.207, 0.865, -1.678], [1.356, 0.762, -0.331]],
  "nbo_charge": [-0.681, -0.041, -0.531, 0.385, 0.255, -0.267, 0.478, 0.210, 0.193]
}

Run ii
{
  "formula": "C4H3NO",
  "method": "ωB97M-V/def2-TZVPD",
  "charge": 0,
  "lumo_ev": -0.95,
  "elements": ["C", "C", "C", "C", "N", "O", "H", "H", "H"],
  "positions_angstrom": [[-0.781, 1.159, 0.864], [-0.026, -0.565, -1.327], [0.684, -0.888, -0.331], [0.154, 0.587, 1.630], [-1.396, 1.349, -0.129], [0.800, 0.437, 2.595], [-0.084, -0.941, -2.335], [-0.777, 0.288, -1.167], [1.426, -1.424, 0.200]],
  "nbo_charge": [0.047, -0.481, -0.154, 0.546, -0.267, -0.416, 0.245, 0.257, 0.223]
}

Run iii
{
  "formula": "C4H3NO",
  "method": "ωB97M-V/def2-TZVPD",
  "charge": 0,
  "lumo_ev": -1.00,
  "elements": ["N", "C", "C", "O", "H", "C", "C", "H", "H"],
  "positions_angstrom": [[-1.411, 2.084, 0.016], [-1.966, 1.010, -0.225], [-2.425, -0.232, -0.080], [-3.247, -1.053, 0.032], [-0.549, 2.061, 0.582], [0.818, -0.440, 0.005], [0.046, -1.347, 0.234], [1.277, 0.536, -0.153], [-0.203, -2.357, -0.067]],
  "nbo_charge": [-0.512, 0.082, 0.520, -0.422, 0.345, -0.230, -0.268, 0.236, 0.250]
}

Most stable = run i

Run i
{
  "formula": "C4H12NO3",
  "method": "ωB97M-V/def2-TZVPD",
  "charge": -1,
  "lumo_ev": 4.17,
  "elements": ["C", "C", "C", "O", "N", "C", "O", "H", "H", "H", "H", "H", "H", "H", "H", "H", "H", "H", "H", "O"],
  "positions_angstrom": [[1.042, -0.516, 0.390], [0.916, -0.040, -1.209], [2.114, 0.795, -1.674], [-0.214, 0.751, -1.304], [0.737, 0.720, 1.170], [-0.617, 0.577, 1.696], [-1.614, 0.231, 0.759], [2.123, -0.617, 0.443], [0.331, -1.318, 0.450], [0.845, -0.947, -1.834], [3.020, 0.229, -1.884], [1.801, 1.527, -2.427], [2.271, 1.528, -0.871], [-1.051, 0.507, -0.296], [0.739, 1.488, 0.515], [-0.940, 1.597, 1.987], [-0.627, -0.115, 2.545], [-2.815, -1.992, -0.178], [-1.581, -1.390, 0.348], [-1.950, -2.319, 0.214]],
  "nbo_charge": [-0.294, 0.122, -0.654, -0.895, -0.673, 0.093, -0.876, 0.179, 0.214, 0.117, 0.184, 0.217, 0.187, 0.502, 0.367, 0.132, 0.137, 0.451, 0.498, -1.007]
}

Run ii
{
  "formula": "C4H12NO3",
  "method": "ωB97M-V/def2-TZVPD",
  "charge": -1,
  "lumo_ev": 3.58,
  "elements": ["C", "C", "C", "O", "N", "C", "O", "H", "H", "H", "H", "H", "H", "H", "H", "H", "H", "H", "H", "O"],
  "positions_angstrom": [[0.473, 0.599, -0.952], [0.299, 0.707, 0.579], [1.651, 0.456, 1.309], [2.812, 0.648, 0.465], [-0.749, -0.185, 1.157], [-0.845, -1.459, 0.554], [-1.288, -1.729, -0.895], [0.961, 1.558, -1.186], [1.107, -0.234, -1.219], [-0.493, 0.733, -1.448], [0.103, 1.769, 0.778], [1.676, -0.626, 1.453], [1.870, 1.019, 2.214], [2.701, 1.450, -0.055], [-1.269, -0.295, 0.102], [-1.606, -1.962, 1.138], [0.062, -2.078, 0.572], [-3.270, 0.133, -1.423], [-1.761, -0.875, -1.284], [-2.431, 0.369, -1.858]],
  "nbo_charge": [-0.667, -0.078, -0.072, -0.745, -0.658, -0.044, -0.825, 0.169, 0.216, 0.302, 0.170, 0.170, 0.158, 0.457, 0.476, 0.169, 0.138, 0.415, 0.495, -1.246]
}

Most stable = run i

Run i
{
  "formula": "C4H12NOS",
  "method": "ωB97M-V/def2-TZVPD",
  "charge": 0,
  "lumo_ev": [0.86, -2.30],
  "spin_multiplicity": 2,
  "elements": ["C", "N", "C", "C", "S", "C", "H", "H", "H", "H", "H", "H", "H", "H", "H", "H", "H", "H", "O"],
  "positions_angstrom": [[1.865, -0.538, 0.375], [0.858, -1.212, -0.457], [-0.295, -0.334, -0.746], [-1.416, -0.231, 0.286], [-2.845, 0.690, -0.211], [3.140, -1.360, 0.624], [1.379, -0.140, 1.277], [2.256, 0.344, -0.144], [0.611, -2.095, 0.000], [0.187, 0.615, -0.983], [-0.715, -0.818, -1.637], [-1.731, -1.281, 0.395], [-1.118, 0.177, 1.257], [2.910, -2.406, 0.848], [3.604, -1.011, 1.546], [3.756, -1.303, -0.265], [-4.709, 3.990, -0.299], [-3.679, 3.017, -0.872], [-4.058, 3.895, -0.993]],
  "nbo_charge": [-0.217, -0.622, -0.234, -0.623, 0.116, -0.613, 0.155, 0.184, 0.349, 0.201, 0.200, 0.232, 0.242, 0.200, 0.215, 0.216, 0.466, 0.470, -0.938]
}

Run ii
{
  "formula": "C4H12NOS",
  "method": "ωB97M-V/def2-TZVPD",
  "charge": 0,
  "lumo_ev": [0.65, 0.48],
  "spin_multiplicity": 2,
  "elements": ["C", "O", "C", "C", "C", "S", "N", "H", "H", "H", "H", "H", "H", "H", "H", "H", "H", "H", "H"],
  "positions_angstrom": [[-1.125, 0.475, -1.503], [-2.177, 1.308, -1.066], [-0.191, 0.337, -0.267], [0.942, -0.814, -0.355], [2.056, -0.642, 0.738], [1.352, -0.367, 2.392], [-1.202, -0.057, 0.862], [-0.497, 0.912, -2.275], [-1.591, -0.556, -1.703], [-2.735, 1.549, -1.799], [0.330, 1.343, -0.243], [1.297, -0.722, -1.395], [0.622, -1.861, -0.544], [2.761, 0.146, 0.551], [2.578, -1.587, 0.563], [1.827, 0.873, 2.673], [-2.136, 0.176, 0.565], [-1.142, -1.078, 1.149], [-0.968, 0.565, 1.656]],
  "nbo_charge": [-0.130, -0.761, -0.123, -0.453, -0.540, -0.102, -1.071, 0.182, 0.175, 0.486, 0.235, 0.216, 0.238, 0.227, 0.230, 0.120, 0.422, 0.262, 0.389]
}

Most stable = run i

Run i
{
  "formula": "C5H23NO9",
  "method": "ωB97M-V/def2-TZVPD",
  "charge": 0,
  "lumo_ev": 0.29,
  "elements": ["O", "C", "C", "C", "C", "N", "C", "O", "H", "H", "H", "H", "H", "H", "H", "H", "H", "O", "H", "H", "O", "H", "H", "O", "H", "H", "O", "H", "H", "O", "H", "H", "O", "H", "H", "O", "H", "H"],
  "positions_angstrom": [[-3.483, -1.022, -0.364], [-2.532, -1.811, -0.308], [-1.287, -1.306, 0.200], [-0.219, -2.417, 0.446], [0.650, -2.647, -0.782], [1.586, -1.597, -0.621], [2.773, -1.694, -0.041], [3.392, -0.624, 0.192], [-2.568, -2.765, -0.846], [-1.010, -0.315, -0.335], [-1.609, -0.921, 1.265], [0.306, -2.019, 1.369], [-0.861, -3.278, 0.931], [0.028, -2.768, -1.737], [1.100, -3.656, -0.698], [1.289, -0.744, -1.100], [3.140, -2.613, 0.485], [-2.895, 2.668, -0.167], [-2.895, 2.568, 0.794], [-3.649, 2.104, -0.210], [1.614, 1.695, 0.946], [2.356, 1.304, 0.473], [0.954, 2.019, 0.280], [2.123, -1.057, 3.346], [1.506, -0.446, 3.764], [2.403, -0.425, 2.550], [-1.485, 1.715, 2.034], [-0.695, 1.916, 1.832], [-1.438, 1.053, 2.693], [2.360, 1.132, -2.507], [3.160, 0.618, -2.833], [2.676, 1.812, -1.858], [-1.593, 1.389, -2.936], [-0.867, 1.286, -2.472], [-2.276, 1.345, -2.261], [-0.344, 3.033, -0.407], [-0.760, 3.693, 0.012], [-0.949, 2.778, -1.129]],
  "nbo_charge": [-0.543, 0.411, -0.533, -0.426, -0.251, -0.605, 0.513, -0.682, 0.128, 0.251, 0.249, 0.247, 0.208, 0.218, 0.214, 0.433, 0.161, -0.967, 0.493, 0.471, -1.014, 0.489, 0.498, -0.952, 0.461, 0.491, -0.928, 0.465, 0.468, -0.969, 0.486, 0.486, -0.911, 0.447, 0.473, -0.956, 0.476, 0.498]
}

Run ii
{
  "formula": "C5H23NO9",
  "method": "ωB97M-V/def2-TZVPD",
  "charge": 0,
  "lumo_ev": 0.41,
  "elements": ["C", "C", "N", "C", "C", "C", "O", "O", "H", "H", "H", "H", "H", "H", "H", "H", "H", "O", "H", "H", "O", "H", "H", "O", "H", "H", "O", "H", "H", "O", "H", "H", "O", "H", "H", "O", "H", "H"],
  "positions_angstrom": [[2.248, -2.589, 1.767], [2.380, -1.359, 1.299], [2.272, -0.950, -0.035], [2.436, -0.177, 2.261], [1.029, 0.463, 2.318], [0.618, 1.483, 1.263], [-0.547, 1.768, 1.012], [1.684, 1.968, 0.655], [2.104, -3.469, 1.125], [2.053, -2.927, 2.754], [2.362, 0.020, -0.247], [2.693, -1.559, -0.719], [3.091, 0.647, 2.025], [2.650, -0.437, 3.299], [0.378, -0.398, 2.297], [0.833, 0.973, 3.290], [1.600, 2.536, -0.133], [-2.341, -0.079, -1.697], [-3.108, -0.453, -2.169], [-2.680, 0.158, -0.791], [2.000, 1.266, -2.219], [2.638, 1.761, -2.729], [1.082, 1.649, -2.168], [-1.854, 2.070, -3.034], [-1.478, 1.210, -2.771], [-2.793, 2.037, -3.229], [-1.448, -2.551, -1.659], [-0.490, -2.517, -1.625], [-1.700, -1.593, -1.603], [-3.515, 0.083, 0.661], [-3.114, -0.807, 0.844], [-3.045, 0.746, 1.173], [0.134, 2.941, -1.418], [-0.614, 3.189, -1.989], [-0.155, 2.465, -0.628], [-2.568, -2.318, 1.062], [-2.980, -3.140, 1.303], [-1.857, -2.113, 0.455]],
  "nbo_charge": [-0.531, 0.195, -0.844, -0.441, -0.511, 0.820, -0.646, -0.702, 0.191, 0.208, 0.410, 0.388, 0.227, 0.226, 0.244, 0.240, 0.540, -0.998, 0.486, 0.515, -1.015, 0.481, 0.508, -0.995, 0.511, 0.482, -0.989, 0.468, 0.482, -0.981, 0.502, 0.488, -1.019, 0.527, 0.492, -1.012, 0.523, 0.528]
}

Most stable = run ii